Record 1
Computed, not measured: a 2-piece molecular cluster, C2H8BFO8S2Si overall at a distorted geometry, with ωB97M-V/def2-TZVPD.

The calculation puts the LUMO energy at -0.4063 eV. The total charge is 0. Its multiplicity is 1.

Structure (XYZ):
```
23
Properties=species:S:1:pos:R:3:forces:R:3
O -0.527 -0.982 -0.059 1.570 -0.748 0.544
S -1.628 -0.105 -0.055 -0.890 -1.692 0.180
O -2.019 0.433 -1.292 -0.719 1.458 -1.667
F -1.284 1.080 0.890 0.140 0.741 0.635
Si -3.469 -1.093 0.691 -0.343 -0.247 0.341
B -4.937 0.244 0.319 0.287 0.055 0.388
O -5.580 0.171 -0.864 -0.007 0.228 -1.053
O -5.280 1.172 1.245 0.881 1.005 0.150
H -3.581 -2.258 -0.200 0.289 0.001 -0.077
H -3.294 -1.526 2.088 0.223 0.075 0.038
H -5.155 0.730 -1.543 -0.506 -0.396 0.248
H -4.472 1.535 1.667 -0.914 -0.462 0.267
O 5.371 0.585 1.579 0.157 0.154 0.207
S 5.136 -0.068 0.347 -0.377 0.018 -0.132
O 6.153 -0.808 -0.299 0.243 -0.181 -0.028
O 4.518 0.999 -0.673 -0.104 0.030 0.165
C 3.251 0.543 -1.167 -0.028 -0.209 -0.251
C 2.693 -0.302 -0.044 -0.171 0.205 0.169
O 3.841 -0.996 0.470 0.082 0.002 -0.247
H 3.420 -0.049 -2.068 -0.009 -0.010 0.000
H 2.621 1.396 -1.403 0.121 0.133 0.066
H 1.948 -1.014 -0.381 0.095 -0.165 0.068
H 2.273 0.315 0.752 -0.022 0.003 -0.008
```
Positions in Å, forces in eV/Å.

---

Record 2
Computed, not measured: an isolated molecule of C4H8N2OS at a distorted geometry, with ωB97M-V/def2-TZVPD.

The value obtained for the relative energy (zero: lowest compared OMol25 entry of this formula, charge and spin) is 81.1 kcal/mol. The calculation puts the LUMO energy at 0.4279 eV. The total charge is 0. Its multiplicity is 1.

Structure (XYZ):
```
16
Properties=species:S:1:pos:R:3:forces:R:3
S -1.003 2.365 0.989 -1.349 0.288 1.401
C -0.292 0.720 0.731 -1.414 -0.954 -0.205
C -1.138 -0.273 -0.128 -0.164 -0.080 1.341
N -0.321 -1.443 -0.419 -0.305 -3.322 0.867
C 0.817 -1.465 -1.119 1.541 0.544 -3.129
N 1.416 -0.478 -1.771 0.098 -2.235 1.596
O 1.043 0.807 -1.307 -0.430 0.689 0.124
C 1.061 0.866 0.105 -0.349 1.907 0.001
H -1.728 2.266 2.233 1.092 -0.302 -1.824
H -0.167 0.229 1.677 0.160 0.023 0.699
H -1.501 0.286 -1.022 -0.157 -0.935 0.593
H -1.872 -0.752 0.568 -0.285 1.165 -1.036
H -0.594 -2.488 -0.209 -0.003 3.453 -0.144
H 1.212 -2.518 -1.318 -0.411 1.701 0.043
H 1.622 0.064 0.439 1.583 -1.424 0.770
H 1.446 1.814 0.551 0.392 -0.519 -1.099
```
Positions in Å, forces in eV/Å.

---

Record 3
Computed, not measured: an isolated molecule of C4H10N4 at a distorted geometry, with ωB97M-V/def2-TZVPD.

The value obtained for the relative energy (zero: lowest compared OMol25 entry of this formula, charge and spin) is 68.5 kcal/mol. The calculation puts the LUMO energy at 0.8262 eV. The total charge is 0. Its multiplicity is 1.

Structure (XYZ):
```
18
Properties=species:S:1:pos:R:3:forces:R:3
C 1.848 -1.348 0.059 0.013 -0.022 0.708
N 0.535 -0.941 0.518 -1.960 -0.777 -1.279
C -0.514 -0.340 -0.440 2.241 -0.782 3.435
C -1.934 -0.714 -0.033 -0.369 0.191 -0.157
N -0.231 1.101 -0.365 1.659 0.274 -1.996
N -0.893 1.918 0.587 -0.227 0.492 0.259
C 1.118 1.404 -0.580 -1.983 1.904 -0.716
N 2.032 2.058 -0.895 -0.418 -1.338 0.706
H 2.058 -2.375 0.368 0.011 -0.136 -0.221
H 1.944 -1.286 -1.030 -0.004 0.135 0.214
H 2.602 -0.729 0.555 0.239 0.032 -0.478
H 0.476 -0.642 1.486 -0.140 0.102 -0.520
H -0.299 -0.735 -1.438 0.190 0.366 0.166
H -2.614 -0.545 -0.875 0.063 0.003 0.069
H -2.322 -0.128 0.804 0.334 -0.033 -0.056
H -2.004 -1.772 0.244 0.283 0.239 -0.190
H -0.226 2.599 0.962 -0.168 -0.520 -0.066
H -1.578 2.474 0.070 0.237 -0.130 0.123
```
Positions in Å, forces in eV/Å.

---

Record 4
Computed, not measured: C33H26Cl3FN4O6Ru as an isolated structure at a distorted geometry, with ωB97M-V/def2-TZVPD.

The calculation puts the LUMO energy (alpha / beta) at -5.1960 / -5.9639 eV. The expectation value of S² is 6.09. The total charge is +2. Its multiplicity is 5.

Structure (XYZ):
```
74
Properties=species:S:1:pos:R:3:forces:R:3
Ru 12.203 6.475 15.221 1.681 0.082 -0.610
F 10.554 7.163 22.013 0.284 -0.027 -0.215
C 11.769 6.876 21.480 0.480 -0.110 -0.068
C 11.919 6.904 20.110 -0.152 0.050 -0.497
C 13.165 6.651 19.466 0.007 -0.403 1.124
C 13.310 6.606 18.016 -1.474 0.717 -1.163
O 12.247 6.863 17.254 2.332 -0.771 1.876
C 14.629 6.315 17.546 0.435 0.378 0.858
C 15.697 6.173 18.449 -0.949 -0.789 1.058
N 15.533 6.046 19.825 -0.934 1.262 -2.259
C 16.659 5.848 20.678 1.837 -0.488 0.618
C 17.782 4.945 20.163 -1.527 0.026 0.861
C 16.856 4.488 21.302 -0.099 0.129 -1.086
C 14.263 6.330 20.341 -0.480 0.191 -0.863
C 14.076 6.285 21.713 -0.729 -0.225 1.862
C 12.839 6.556 22.369 0.456 -0.183 -2.184
N 12.681 6.470 23.734 0.951 -0.323 1.120
C 13.808 6.780 24.634 0.011 0.685 -0.300
C 14.142 5.648 25.620 0.564 0.027 0.184
N 12.909 4.823 25.837 -0.278 -1.171 -0.212
C 11.626 5.593 25.771 -0.326 0.417 0.542
C 11.397 6.213 24.395 -0.319 -0.054 -1.100
C 15.030 6.279 16.102 0.627 0.206 -2.391
O 16.144 5.858 15.809 -0.905 0.377 0.600
O 14.201 6.747 15.161 0.926 -0.836 2.105
H 11.038 7.131 19.482 0.630 -0.096 0.439
H 16.732 6.038 18.113 -0.709 0.175 -0.166
H 17.037 6.661 21.311 -0.705 0.152 -0.587
H 18.780 5.222 20.507 -0.229 -0.189 -0.814
H 17.530 4.479 19.200 0.928 0.146 0.513
H 17.316 4.487 22.295 -0.551 -0.412 -0.323
H 16.082 3.774 20.964 0.690 0.154 0.822
H 14.902 5.920 22.335 -0.311 0.302 -0.384
H 13.566 7.689 25.207 0.047 -0.188 -0.146
H 14.717 7.013 24.043 -0.696 -0.092 0.408
H 14.496 6.028 26.609 -0.373 -0.221 -0.844
H 14.905 4.962 25.221 -0.258 0.262 0.175
H 12.938 4.334 26.744 0.154 0.233 -0.293
H 12.888 4.060 25.126 -0.064 0.686 0.453
H 11.670 6.367 26.557 0.122 -0.368 -0.283
H 10.830 4.892 26.037 0.055 0.230 -0.090
H 10.781 7.126 24.489 0.250 -0.327 0.176
H 10.819 5.528 23.737 0.350 0.305 0.545
Cl 14.752 7.282 8.850 -0.150 -0.133 0.360
C 14.217 6.699 10.385 -0.224 -1.439 -0.360
C 13.878 7.667 11.337 -0.328 1.855 1.273
C 13.288 7.451 12.549 0.071 0.978 -1.728
Cl 12.735 8.772 13.573 0.487 -0.778 -0.771
C 13.271 4.999 12.925 -0.179 -0.452 1.359
O 13.044 4.460 13.999 0.538 0.289 -1.842
C 13.850 4.550 11.689 0.291 -0.004 -0.159
Cl 14.231 2.885 11.660 -0.053 -0.164 0.058
C 14.142 5.297 10.544 0.092 0.260 -0.412
H 14.020 8.732 11.079 0.287 -0.780 0.214
H 14.407 4.709 9.638 -0.061 0.420 0.885
O 10.340 6.960 11.257 0.814 0.098 1.132
C 10.378 6.645 12.386 -2.210 -0.205 -1.059
O 12.678 6.285 12.854 -0.542 0.384 1.158
C 9.635 6.730 13.607 1.572 0.166 2.145
C 8.259 7.054 13.546 -1.590 0.062 -0.035
C 7.486 7.033 14.692 0.808 -0.111 -0.950
C 8.066 6.525 15.883 -0.081 0.028 0.765
C 7.293 6.426 17.055 -0.520 -0.007 0.181
C 7.784 5.871 18.217 -0.390 0.398 -0.043
C 9.080 5.342 18.213 0.686 -0.372 -0.488
C 9.854 5.374 17.052 0.198 0.289 0.433
C 9.423 6.102 15.921 -1.032 0.523 -1.323
N 10.231 6.424 14.818 -1.571 -1.117 0.237
H 7.798 7.339 12.595 0.392 -0.101 0.312
H 6.429 7.345 14.692 0.716 -0.127 -0.113
H 6.272 6.817 17.000 0.296 -0.229 0.167
H 7.152 5.833 19.112 0.364 0.010 -0.377
H 9.503 4.892 19.125 -0.333 0.013 -0.601
H 10.801 4.838 17.012 -0.098 0.327 0.119
```
Positions in Å, forces in eV/Å.